Entry 1:
Density functional theory data (wB97M-V/def2-TZVPD) for 2 unconnected molecules or ions with the total composition C9H21NPS.

The geometry in ORCA input format:
```
! RIJCOSX wB97M-V def2-TZVPD def2/J DEFGRID3
* xyz 1 1
C -0.261 -1.284 -1.168
C 0.588 1.657 -1.982
C -3.550 0.703 0.372
C -0.073 -0.324 2.337
C -0.559 -3.680 -0.465
C 4.549 0.580 -0.209
C -0.858 1.592 -1.468
C -2.676 -0.428 -0.024
C -0.050 0.782 1.270
N -0.445 -2.427 -0.702
P -0.956 0.131 -0.332
S 3.650 -0.410 1.088
H 1.285 2.079 -1.262
H 0.952 0.579 -2.113
H 0.479 1.986 -2.990
H -4.648 0.551 0.281
H -3.542 1.047 1.455
H -3.484 1.676 -0.176
H 0.395 0.141 3.248
H -1.144 -0.633 2.494
H 0.540 -1.161 1.982
H 4.582 -0.733 1.953
H -1.503 -4.360 -0.669
H 0.206 -4.279 0.033
H 5.144 1.404 0.175
H 3.761 0.935 -0.807
H 5.175 -0.133 -0.835
H -1.328 1.334 -2.435
H -1.132 2.611 -1.167
H -2.911 -1.025 -1.014
H -2.527 -1.360 0.579
H 1.060 0.802 0.992
H -0.719 1.648 1.558
*
```

The strongest force on any atom is 0.075 hartree/bohr. Its HOMO-LUMO gap is 8.197 eV. The HOMO energy comes out at -11.9 eV. The value obtained for the energy is -1149.427532 Eh.

Entry 2:
Density functional theory data (wB97M-V/def2-TZVPD) for a gas-phase ion, C20H33BF3N2O4 (charge +1).

The geometry in ORCA input format:
```
! RIJCOSX wB97M-V def2-TZVPD def2/J DEFGRID3
* xyz 1 1
C -1.148 2.219 4.449
O -2.474 1.738 4.410
C -2.836 0.940 3.309
C -2.982 -0.555 3.659
C -2.371 -1.506 2.619
C -1.138 -2.302 3.081
C -0.069 -1.507 3.857
C 1.273 -1.392 3.107
C 1.475 0.013 2.527
C 2.471 0.060 1.353
C 1.775 0.051 0.020
C 0.574 -0.628 -0.139
C -0.122 -0.630 -1.316
C -1.432 -1.360 -1.388
C -2.662 -0.488 -1.145
O -3.742 -0.957 -0.968
O -2.412 0.862 -1.178
N 0.381 0.049 -2.377
C -0.395 0.095 -3.632
C -0.267 -1.146 -4.523
C 0.795 -1.120 -5.600
F 0.420 -1.896 -6.625
F 1.972 -1.586 -5.167
F 0.980 0.120 -6.095
C 1.551 0.718 -2.290
B 2.177 1.595 -3.476
C 1.918 3.143 -3.492
O 2.972 0.972 -4.377
C 2.273 0.714 -1.106
N 3.476 1.437 -1.121
H -1.168 3.244 4.818
H -0.689 2.230 3.457
H -0.538 1.637 5.145
H -3.809 1.309 2.975
H -2.145 1.073 2.466
H -2.513 -0.696 4.631
H -4.042 -0.773 3.760
H -3.129 -2.236 2.334
H -2.118 -0.968 1.697
H -1.464 -3.164 3.661
H -0.677 -2.725 2.184
H -0.406 -0.499 4.096
H 0.109 -1.998 4.812
H 2.112 -1.644 3.755
H 1.283 -2.116 2.288
H 1.797 0.690 3.317
H 0.503 0.380 2.189
H 3.074 0.959 1.455
H 3.122 -0.816 1.412
H 0.155 -1.173 0.695
H -1.560 -1.896 -2.326
H -1.438 -2.118 -0.607
H -2.586 1.241 -0.306
H -1.441 0.167 -3.354
H -0.173 1.008 -4.176
H -0.166 -2.055 -3.935
H -1.212 -1.225 -5.061
H 1.329 3.462 -4.354
H 2.896 3.626 -3.543
H 1.449 3.497 -2.576
H 2.944 1.402 -5.240
H 4.125 1.087 -1.817
H 3.946 1.436 -0.229
*
```

The strongest force on any atom is 0.015 hartree/bohr. Its HOMO-LUMO gap is 8.184 eV. The HOMO energy comes out at -11.9 eV. The SMILES is COCCCCCCCCc1cc(CC(=O)O)[n+](CCC(F)(F)F)c(B(C)O)c1N. The value obtained for the energy is -1516.655074 Eh.

Entry 3:
Density functional theory data (wB97M-V/def2-TZVPD) for a molecular structure, C29H34BO7V.

The geometry in ORCA input format:
```
! RIJCOSX wB97M-V def2-TZVPD def2/J DEFGRID3
* xyz -1 2
C 2.051 4.151 -5.616
C 2.227 3.775 -4.125
C 1.587 2.863 -6.340
C 1.881 1.680 -5.362
H 2.192 2.697 -7.250
H 0.527 2.936 -6.624
C 2.700 2.323 -4.155
H 1.253 3.880 -3.640
H 2.945 4.449 -3.614
C 2.525 1.525 -2.883
H 3.778 2.305 -4.460
H 2.536 0.919 -5.821
C 0.650 0.937 -5.035
C 1.063 5.301 -5.822
C 3.330 4.680 -6.270
O 3.635 4.510 -7.427
O 0.044 5.392 -5.181
O 1.473 6.189 -6.734
O 4.074 5.422 -5.440
C 5.134 6.145 -6.074
H 5.565 6.774 -5.305
H 4.738 6.734 -6.912
H 5.876 5.441 -6.449
C 0.632 7.338 -6.854
H -0.390 7.052 -7.105
H 1.059 7.918 -7.681
H 0.634 7.921 -5.938
O 1.283 0.968 -2.580
H 2.671 2.154 -2.003
H 3.302 0.752 -2.856
C 0.688 -0.526 -5.015
C -0.592 1.633 -4.762
H -1.111 1.669 -5.746
H -0.493 2.695 -4.428
H -1.283 1.155 -4.050
H -0.062 -1.026 -4.387
H 1.670 -0.966 -4.753
H 0.487 -0.805 -6.065
V 0.532 0.309 -1.153
C 0.721 -1.896 -0.406
C 1.755 -1.666 -1.354
C 2.624 -0.637 -0.822
H 2.012 -2.295 -2.202
C 2.110 -0.249 0.436
C 0.946 -1.009 0.695
H 0.356 -0.979 1.612
H -0.026 -2.672 -0.479
H 3.626 -0.428 -1.197
H 2.610 0.444 1.121
C -1.713 0.705 -1.316
C -1.859 0.318 0.131
C -0.710 1.062 0.734
H -2.804 0.746 0.570
C -0.326 2.114 -0.106
C -1.003 1.918 -1.375
H -1.016 2.661 -2.182
H -2.358 0.312 -2.108
H -0.448 0.980 1.795
H 0.288 2.975 0.125
O -2.112 -1.646 1.825
B -2.222 -1.120 0.519
O -2.794 -2.066 -0.347
C -3.026 -3.197 0.420
C -3.774 -4.316 0.103
C -4.131 -5.156 1.170
C -3.701 -4.917 2.467
C -2.961 -3.782 2.798
C -2.621 -2.919 1.754
H -4.060 -4.500 -0.929
H -4.718 -6.032 0.954
H -3.900 -5.655 3.237
H -2.629 -3.569 3.821
*
```

The strongest force on any atom is 0.086 hartree/bohr. Its HOMO-LUMO gap (spin up / spin down) is 4.077 / 4.083 eV. The HOMO energy (spin up / spin down) comes out at -1.7 / -1.7 eV. The value obtained for the energy is -2620.980616 Eh. The expectation value of S² is 0.754.

Entry 4:
Density functional theory data (wB97M-V/def2-TZVPD) for a molecular structure, C37H50BN9O2Ru.

The geometry in ORCA input format:
```
! RIJCOSX wB97M-V def2-TZVPD def2/J DEFGRID3
* xyz 2 5
Ru 0.073 1.005 0.616
C -2.206 2.060 -4.269
C -2.281 1.521 -2.881
C -3.314 0.829 -2.273
C -2.915 0.575 -0.966
N -1.659 1.063 -0.796
N -1.296 1.649 -1.982
B -0.038 2.511 -2.063
N 0.000 3.471 -0.839
N 0.055 3.027 0.463
C 0.127 4.150 1.275
C 0.079 5.255 0.461
C 0.000 4.802 -0.859
C -0.069 5.615 -2.101
C 0.230 4.179 2.783
C 0.474 5.623 3.235
C -1.111 3.726 3.389
C 1.430 3.350 3.267
N 1.235 1.644 -1.977
N 1.583 1.071 -0.782
C 2.858 0.608 -0.900
C 3.278 0.858 -2.196
C 2.240 1.512 -2.845
C 2.187 2.028 -4.241
C 3.713 0.009 0.196
C 3.241 0.442 1.584
C 3.754 -1.524 0.060
C 5.147 0.535 0.009
C -3.759 -0.060 0.114
C -5.194 -0.231 -0.391
C -3.784 0.874 1.330
C -3.205 -1.446 0.474
H -3.060 1.707 -4.841
H -1.296 1.739 -4.774
H -2.223 3.151 -4.273
H -4.258 0.576 -2.723
H -0.028 3.145 -3.066
H 0.113 6.284 0.770
H -0.056 6.670 -1.845
H -0.982 5.403 -2.658
H 0.777 5.404 -2.756
H -0.363 6.274 2.980
H 1.389 6.034 2.807
H 0.576 5.635 4.320
H -1.892 4.449 3.148
H -1.022 3.678 4.475
H -1.433 2.756 3.025
H 2.362 3.812 2.934
H 1.415 2.323 2.922
H 1.439 3.328 4.357
H 4.243 0.633 -2.616
H 3.059 1.683 -4.791
H 2.181 3.119 -4.258
H 1.292 1.681 -4.758
H 2.193 0.199 1.778
H 3.367 1.517 1.727
H 3.822 -0.072 2.351
H 2.882 -2.007 0.491
H 4.634 -1.910 0.575
H 3.827 -1.820 -0.988
H 5.171 1.623 -0.063
H 5.613 0.115 -0.882
H 5.750 0.235 0.866
H -5.635 0.722 -0.688
H -5.804 -0.647 0.411
H -5.246 -0.920 -1.235
H -4.258 1.823 1.073
H -2.779 1.092 1.686
H -4.342 0.416 2.146
H -3.058 -2.044 -0.428
H -3.915 -1.970 1.115
H -2.268 -1.384 1.022
N -0.071 -5.974 -1.096
C -0.079 -7.302 -0.744
C -0.183 -8.474 -1.498
C -0.146 -9.650 -0.791
C -0.011 -9.679 0.620
C 0.095 -8.528 1.353
C 0.064 -7.311 0.653
N 0.158 -6.030 1.129
C 0.074 -5.262 0.069
C 0.127 -3.821 0.163
C -0.019 -2.960 -0.934
C 0.017 -1.606 -0.741
N 0.201 -1.050 0.479
C 0.388 -1.877 1.534
C 0.345 -3.237 1.416
H -0.150 -5.617 -2.031
H -0.283 -8.463 -2.575
H -0.224 -10.587 -1.325
H 0.010 -10.637 1.121
H 0.189 -8.541 2.431
H -0.179 -3.331 -1.936
H -0.112 -0.924 -1.570
H 0.600 -1.416 2.484
H 0.480 -3.867 2.284
O -1.674 -0.847 3.154
C -1.129 0.190 3.360
O -0.391 0.884 2.446
H -1.160 0.726 4.315
*
```

The energy above the lowest of the compared OMol25 structures with the same formula, charge and spin comes out at 0.0000 eV. The strongest force on any atom is 0.010 hartree/bohr. Its HOMO-LUMO gap (spin up / spin down) is 6.490 / 3.687 eV. The HOMO energy (spin up / spin down) comes out at -12.7 / -12.6 eV. The value obtained for the energy is -2202.519301 Eh. The expectation value of S² is 6.026.

Entry 5:
Density functional theory data (wB97M-V/def2-TZVPD) for 2 unconnected molecules or ions with the total composition C4H7FO2.

The geometry in ORCA input format:
```
! RIJCOSX wB97M-V def2-TZVPD def2/J DEFGRID3
* xyz 0 1
C -1.561 -0.839 1.041
C 0.304 0.004 -0.222
C 1.004 0.723 0.975
C 0.549 0.359 -1.559
H -2.765 -0.789 1.107
H -1.316 -2.030 1.247
H -1.180 -0.411 1.847
H 1.719 1.340 0.661
H 0.297 1.387 1.471
H 0.843 0.147 3.291
H 1.446 0.631 -1.989
O -1.128 -0.237 -0.139
O 1.450 -0.274 2.067
F -0.378 0.260 -2.719
*
```

The energy above the lowest of the compared OMol25 structures with the same formula, charge and spin comes out at 6.6975 eV. The strongest force on any atom is 0.126 hartree/bohr. Its HOMO-LUMO gap is 8.656 eV. The HOMO energy comes out at -9.3 eV. The value obtained for the energy is -406.718862 Eh.